Entry 1:
The following is a quantum chemistry calculation of the molecule C7H10 in a non-equilibrium geometry, from the Open Molecules 2025 dataset.

gap between HOMO and LUMO: 9.84 eV
SMILES string: C1=C[C@@H]2CC[C@@H]2C1

Structure (ORCA input):
```
! wB97M-V def2-TZVPD RIJCOSX def2/J DEFGRID3
* xyz 0 1
C -0.18877 1.03230 -1.41735
C -1.24800 0.32970 -1.02557
C -0.90582 -0.63213 0.07949
C -0.74794 0.04445 1.48425
C 0.78924 -0.12678 1.40282
C 0.65284 -0.74486 0.00006
C 1.04718 0.21272 -1.13805
H -0.21624 1.87241 -2.10758
H -2.15364 0.30738 -1.60630
H -1.51426 -1.54121 0.08171
H -1.20947 -0.49688 2.31518
H -1.08055 1.08660 1.51243
H 1.37419 0.79931 1.40699
H 1.20873 -0.79552 2.16071
H 1.06623 -1.75341 -0.11022
H 1.96384 0.77628 -0.97519
H 1.16244 -0.37035 -2.06340
*
```

Formally, the natural (NBO) partial charges of the atoms, in units of the elementary charge, are as follows: atom 1 (C): -0.1943, atom 2 (C): -0.1898, atom 3 (C): -0.2600, atom 4 (C): -0.3885, atom 5 (C): -0.4047, atom 6 (C): -0.2084, atom 7 (C): -0.4340, atom 8 (H): 0.2086, atom 9 (H): 0.2105, atom 10 (H): 0.2120, atom 11 (H): 0.2034, atom 12 (H): 0.2091, atom 13 (H): 0.2005, atom 14 (H): 0.2064, atom 15 (H): 0.2111, atom 16 (H): 0.2077, atom 17 (H): 0.2104


Entry 2:
The following is a quantum chemistry calculation of a cluster of 2 separate species, C3H3N4O in total in a non-equilibrium geometry, from the Open Molecules 2025 dataset.

gap between HOMO and LUMO (spin up / spin down): 7.16 / 7.89 eV

Structure (ORCA input):
```
! wB97M-V def2-TZVPD RIJCOSX def2/J DEFGRID3
* xyz -1 1
C -0.30714 1.58874 -0.41515
C -0.25137 -1.52713 -0.40524
C 0.63275 -2.24294 0.62806
N -1.12877 2.24922 -1.24524
N 0.37616 2.28832 0.47840
N -0.91874 3.46316 -0.79792
N -0.09799 3.46670 0.29603
O -0.71503 -2.11458 -1.37727
H 1.26772 -1.44543 0.97668
H 1.12062 -3.23632 0.30692
H 0.02178 -2.48975 1.55472
*
```

Formally, the natural (NBO) partial charges of the atoms, in units of the elementary charge, are as follows: atom 1 (C): 0.2842, atom 2 (C): 0.5586, atom 3 (C): -0.7743, atom 4 (N): -0.4220, atom 5 (N): -0.4401, atom 6 (N): -0.1939, atom 7 (N): -0.1860, atom 8 (O): -0.5343, atom 9 (H): 0.2485, atom 10 (H): 0.2202, atom 11 (H): 0.2390


Computed electronic energy, in the same sequence as the records: -7419.37446, -11162.82256 eV.
Computed ΔE to the lowest compared entry with this formula, charge and spin, in the same sequence as the records: 38.3, 81.7 kcal per mole.